C92H169B4F16N24O10 | the ωB97M-V functional and the def2-TZVPD basis

Last columns: bonded neighbours and bond lengths (Å).
Atoms and positions in Å:
1 C -10.60 14.30 11.43  C2 1.596, H12 1.090, H13 1.090, H14 1.090
2 C -9.05 14.08 11.08  C1 1.596, C3 1.544, N7 1.494, C11 1.530
3 C -8.40 13.21 12.18  C2 1.544, C4 1.520, H15 1.090, H16 1.090
4 C -8.89 11.77 12.18  C3 1.520, C5 1.497, H17 1.090, H18 1.090
5 C -8.58 11.16 10.85  C4 1.497, C6 1.534, H19 1.090, H20 1.090
6 C -8.96 11.91 9.56  C5 1.534, N7 1.495, C9 1.522, C10 1.587
7 N -8.91 13.39 9.77  C2 1.494, C6 1.495, O8 1.448
8 O -8.82 14.24 8.60  N7 1.448
9 C -10.40 11.44 9.38  C6 1.522, H21 1.090, H22 1.090, H23 1.090
10 C -7.99 11.43 8.40  C6 1.587, H24 1.090, H25 1.090, H26 1.090
11 C -8.28 15.39 11.02  C2 1.530, H27 1.090, H28 1.090, H29 1.090
12 H -11.14 14.95 10.75  C1 1.090
13 H -10.66 14.85 12.37  C1 1.090
14 H -11.18 13.38 11.51  C1 1.090
15 H -8.43 13.54 13.22  C3 1.090
16 H -7.35 13.21 11.89  C3 1.090
17 H -9.92 11.64 12.50  C4 1.090
18 H -8.29 11.36 13.00  C4 1.090
19 H -9.03 10.18 11.00  C5 1.090
20 H -7.51 10.97 10.88  C5 1.090
21 H -10.44 10.42 9.02  C9 1.090
22 H -10.85 11.96 8.54  C9 1.090
23 H -11.17 11.63 10.14  C9 1.090
24 H -8.38 11.80 7.45  C10 1.090
25 H -7.97 10.34 8.41  C10 1.090
26 H -7.07 11.93 8.71  C10 1.090
27 H -8.88 15.96 10.31  C11 1.090
28 H -7.22 15.37 10.77  C11 1.090
29 H -8.29 15.96 11.95  C11 1.090
30 C -16.16 16.53 13.37  C31 1.482, H41 1.090, H42 1.090, H43 1.090
31 C -14.71 16.23 13.34  C30 1.482, C32 1.574, N36 1.531, C40 1.527
32 C -14.08 16.53 11.93  C31 1.574, C33 1.551, H44 1.090, H45 1.090
33 C -13.78 18.02 11.62  C32 1.551, C34 1.547, H46 1.090, H47 1.090
34 C -12.79 18.59 12.67  C33 1.547, C35 1.516, H48 1.090, H49 1.090
35 C -13.41 18.61 14.06  C34 1.516, N36 1.564, C38 1.621, C39 1.604
36 N -14.00 17.19 14.30  C31 1.531, C35 1.564, O37 1.422
37 O -14.10 16.74 15.65  N36 1.422
38 C -14.66 19.65 14.17  C35 1.621, H50 1.090, H51 1.090, H52 1.090
39 C -12.34 18.79 15.23  C35 1.604, H53 1.090, H54 1.090, H55 1.090
40 C -14.52 14.74 13.58  C31 1.527, H56 1.090, H57 1.090, H58 1.090
41 H -16.65 16.55 14.34  C30 1.090
42 H -16.70 15.82 12.74  C30 1.090
43 H -16.33 17.49 12.87  C30 1.090
44 H -14.66 16.00 11.17  C32 1.090
45 H -13.12 16.01 11.89  C32 1.090
46 H -14.69 18.62 11.64  C33 1.090
47 H -13.46 17.99 10.58  C33 1.090
48 H -12.56 19.63 12.43  C34 1.090
49 H -11.79 18.18 12.54  C34 1.090
50 H -14.39 20.71 14.17  C38 1.090
51 H -15.23 19.46 15.07  C38 1.090
52 H -15.43 19.40 13.44  C38 1.090
53 H -11.69 19.61 14.92  C39 1.090
54 H -11.79 17.90 15.53  C39 1.090
55 H -12.91 19.01 16.14  C39 1.090
56 H -14.89 14.19 12.71  C40 1.090
57 H -14.99 14.36 14.48  C40 1.090
58 H -13.46 14.50 13.72  C40 1.090
59 C -18.74 13.15 26.87  C60 1.522, H67 1.090, H68 1.090, H69 1.090
60 C -18.39 14.45 26.16  C59 1.522, N61 1.425, H70 1.090, H71 1.090
61 N -16.99 14.60 25.96  C60 1.425, C62 1.361, C65 1.363
62 C -16.07 15.22 26.75  N61 1.361, C63 1.386, H72 1.080
63 C -14.84 15.01 26.16  C62 1.386, N64 1.391, H73 1.080
64 N -14.93 14.22 25.02  C63 1.391, C65 1.357, C66 1.503
65 C -16.27 14.03 24.95  N61 1.363, N64 1.357, H74 1.080
66 C -13.83 13.76 24.10  N64 1.503, H75 1.090, H76 1.090, H77 1.090
67 H -19.68 13.37 27.38  C59 1.090
68 H -18.04 12.86 27.65  C59 1.090
69 H -18.91 12.31 26.20  C59 1.090
70 H -18.59 15.32 26.79  C60 1.090
71 H -18.85 14.63 25.19  C60 1.090
72 H -16.40 15.71 27.66  C62 1.080
73 H -13.89 15.46 26.42  C63 1.080
74 H -16.67 13.30 24.26  C65 1.080
75 H -14.37 13.62 23.16  C66 1.090
76 H -13.34 12.86 24.45  C66 1.090
77 H -13.13 14.58 23.95  C66 1.090
78 C -16.84 19.85 23.63  C79 1.512, H86 1.090, H87 1.090, H88 1.090
79 C -15.72 18.83 23.64  C78 1.512, N80 1.421, H89 1.090, H90 1.090
80 N -16.07 17.65 22.94  C79 1.421, C81 1.431, C84 1.378
81 C -15.17 16.72 22.33  N80 1.431, C82 1.416, H91 1.080
82 C -15.89 15.58 21.93  C81 1.416, N83 1.419, H92 1.080
83 N -17.28 15.75 22.19  C82 1.419, C84 1.439, C85 1.420
84 C -17.28 16.98 22.94  N80 1.378, N83 1.439, H93 1.080
85 C -18.37 14.92 21.84  N83 1.420, H94 1.090, H95 1.090, H96 1.090
86 H -16.78 20.51 24.49  C78 1.090
87 H -17.83 19.40 23.76  C78 1.090
88 H -16.98 20.55 22.80  C78 1.090
89 H -15.52 18.43 24.63  C79 1.090
90 H -14.82 19.29 23.23  C79 1.090
91 H -14.09 16.83 22.36  C81 1.080
92 H -15.64 14.60 21.55  C82 1.080
93 H -18.20 17.38 23.33  C84 1.080
94 H -18.03 14.17 21.13  C85 1.090
95 H -19.02 15.65 21.35  C85 1.090
96 H -18.85 14.38 22.66  C85 1.090
97 C -9.27 11.39 17.33  C98 1.475, H105 1.090, H106 1.090, H107 1.090
98 C -8.22 12.32 17.78  C97 1.475, N99 1.465, H108 1.090, H109 1.090
99 N -7.06 12.49 16.90  C98 1.465, C100 1.426, C103 1.382
100 C -7.20 12.72 15.50  N99 1.426, C101 1.438, H110 1.080
101 C -5.92 12.80 14.86  C100 1.438, N102 1.420, H111 1.080
102 N -4.98 12.48 15.89  C101 1.420, C103 1.425, C104 1.477
103 C -5.70 12.29 17.10  N99 1.382, N102 1.425, H112 1.080
104 C -3.52 12.54 15.75  N102 1.477, H113 1.090, H114 1.090, H115 1.090
105 H -9.77 11.98 16.58  C97 1.090
106 H -9.89 11.25 18.22  C97 1.090
107 H -8.93 10.48 16.83  C97 1.090
108 H -7.89 11.82 18.69  C98 1.090
109 H -8.53 13.33 18.03  C98 1.090
110 H -8.15 12.91 15.02  C100 1.080
111 H -5.54 12.96 13.86  C101 1.080
112 H -5.24 12.14 18.07  C103 1.080
113 H -3.12 12.04 16.63  C104 1.090
114 H -3.19 13.58 15.83  C104 1.090
115 H -3.19 11.99 14.87  C104 1.090
116 C -23.69 8.01 20.91  C117 1.523, H124 1.090, H125 1.090, H126 1.090
117 C -22.20 8.15 20.62  C116 1.523, N118 1.444, H127 1.090, H128 1.090
118 N -21.93 9.36 19.89  C117 1.444, C119 1.409, C122 1.369
119 C -22.11 9.68 18.53  N118 1.409, C120 1.425, H129 1.080
120 C -21.81 11.07 18.43  C119 1.425, N121 1.379, H130 1.080
121 N -21.22 11.51 19.59  C120 1.379, C122 1.352, C123 1.414
122 C -21.34 10.47 20.44  N118 1.369, N121 1.352, H131 1.080
123 C -21.26 12.88 19.95  N121 1.414, H132 1.090, H133 1.090, H134 1.090
124 H -24.15 8.95 21.21  C116 1.090
125 H -23.80 7.36 21.79  C116 1.090
126 H -24.21 7.60 20.05  C116 1.090
127 H -21.71 7.33 20.10  C117 1.090
128 H -21.60 8.29 21.52  C117 1.090
129 H -22.57 8.95 17.88  C119 1.080
130 H -22.08 11.87 17.75  C120 1.080
131 H -20.95 10.52 21.44  C122 1.080
132 H -20.55 13.43 19.34  C123 1.090
133 H -21.09 13.06 21.01  C123 1.090
134 H -22.29 13.13 19.70  C123 1.090
135 C -18.61 6.44 13.50  C136 1.597, H143 1.090, H144 1.090, H145 1.090
136 C -17.07 6.81 13.37  C135 1.597, N137 1.501, H146 1.090, H147 1.090
137 N -16.29 5.85 14.23  C136 1.501, C138 1.416, C141 1.343
138 C -15.69 4.63 13.85  N137 1.416, C139 1.384, H148 1.080
139 C -15.13 3.91 14.88  C138 1.384, N140 1.440, H149 1.080
140 N -15.53 4.66 16.04  C139 1.440, C141 1.462, C142 1.496
141 C -16.27 5.83 15.58  N137 1.343, N140 1.462, H150 1.080
142 C -15.05 4.48 17.45  N140 1.496, H151 1.090, H152 1.090, H153 1.090
143 H -19.20 7.09 14.15  C135 1.090
144 H -18.85 5.41 13.76  C135 1.090
145 H -19.06 6.52 12.51  C135 1.090
146 H -16.85 7.80 13.78  C136 1.090
147 H -16.65 6.79 12.36  C136 1.090
148 H -15.50 4.57 12.78  C138 1.080
149 H -14.58 2.98 14.88  C139 1.080
150 H -16.81 6.51 16.22  C141 1.080
151 H -15.76 3.86 17.99  C142 1.090
152 H -14.97 5.51 17.80  C142 1.090
153 H -14.12 3.91 17.40  C142 1.090
154 C -12.77 15.24 18.45  C155 1.505, H162 1.090, H163 1.090, H164 1.090
155 C -11.74 16.33 18.29  C154 1.505, N156 1.485, H165 1.090, H166 1.090
156 N -11.56 16.89 19.65  C155 1.485, C157 1.406, C160 1.367
157 C -11.20 16.28 20.87  N156 1.406, C158 1.378, H167 1.080
158 C -10.98 17.26 21.82  C157 1.378, N159 1.422, H168 1.080
159 N -11.39 18.47 21.20  C158 1.422, C160 1.399, C161 1.542
160 C -11.73 18.23 19.86  N156 1.367, N159 1.399, H169 1.080
161 C -11.25 19.86 21.86  N159 1.542, H170 1.090, H171 1.090, H172 1.090
162 H -13.16 14.84 17.52  C154 1.090
163 H -13.66 15.69 18.88  C154 1.090
164 H -12.57 14.38 19.09  C154 1.090
165 H -12.16 17.12 17.67  C155 1.090
166 H -10.78 15.94 17.94  C155 1.090
167 H -11.12 15.21 20.86  C157 1.080
168 H -10.93 17.28 22.90  C158 1.080
169 H -12.03 19.00 19.16  C160 1.080
170 H -10.89 20.52 21.07  C161 1.090
171 H -10.58 19.88 22.72  C161 1.090
172 H -12.26 20.15 22.14  C161 1.090
173 C -6.16 6.31 16.97  C174 1.524, H181 1.090, H182 1.090, H183 1.090
174 C -6.01 7.62 17.72  C173 1.524, N175 1.421, H184 1.090, H185 1.090
175 N -7.29 7.83 18.32  C174 1.421, C176 1.386, C179 1.388
176 C -8.44 7.92 17.56  N175 1.386, C177 1.400, H186 1.080
177 C -9.51 8.12 18.44  C176 1.400, N178 1.370, H187 1.080
178 N -9.03 8.24 19.72  C177 1.370, C179 1.428, C180 1.463
179 C -7.61 8.11 19.64  N175 1.388, N178 1.428, H188 1.080
180 C -9.81 8.47 20.94  N178 1.463, H189 1.090, H190 1.090, H191 1.090
181 H -5.25 6.16 16.38  C173 1.090
182 H -7.07 6.21 16.38  C173 1.090
183 H -6.08 5.50 17.70  C173 1.090
184 H -5.92 8.42 16.98  C174 1.090
185 H -5.32 7.65 18.56  C174 1.090
186 H -8.46 7.93 16.48  C176 1.080
187 H -10.57 8.16 18.22  C177 1.080
188 H -6.99 8.06 20.52  C179 1.080
189 H -10.86 8.58 20.67  C180 1.090
190 H -9.47 9.27 21.60  C180 1.090
191 H -9.87 7.59 21.57  C180 1.090
192 C -12.56 11.10 16.00  C193 1.589, H200 1.090, H201 1.090, H202 1.090
193 C -12.53 10.84 17.57  C192 1.589, N194 1.470, H203 1.090, H204 1.090
194 N -13.83 10.40 18.08  C193 1.470, C195 1.378, C198 1.360
195 C -14.33 9.12 17.93  N194 1.378, C196 1.427, H205 1.080
196 C -15.55 9.11 18.67  C195 1.427, N197 1.365, H206 1.080
197 N -15.81 10.36 19.13  C196 1.365, C198 1.404, C199 1.448
198 C -14.63 11.10 18.93  N194 1.360, N197 1.404, H207 1.080
199 C -16.98 10.91 19.79  N197 1.448, H208 1.090, H209 1.090, H210 1.090
200 H -13.32 11.87 15.98  C192 1.090
201 H -12.97 10.21 15.51  C192 1.090
202 H -11.63 11.58 15.69  C192 1.090
203 H -12.27 11.77 18.08  C193 1.090
204 H -11.85 10.02 17.82  C193 1.090
205 H -13.83 8.34 17.37  C195 1.080
206 H -16.35 8.39 18.56  C196 1.080
207 H -14.57 12.17 19.07  C198 1.080
208 H -17.84 10.37 19.39  C199 1.090
209 H -17.02 11.99 19.66  C199 1.090
210 H -16.91 10.73 20.86  C199 1.090
211 C -18.85 10.89 16.28  C212 1.565, H219 1.090, H220 1.090, H221 1.090
212 C -17.83 12.06 16.05  C211 1.565, N213 1.452, H222 1.090, H223 1.090
213 N -18.58 12.98 15.20  C212 1.452, C214 1.348, C217 1.387
214 C -18.61 12.85 13.86  N213 1.348, C215 1.351, H224 1.080
215 C -19.25 13.93 13.36  C214 1.351, N216 1.427, H225 1.080
216 N -19.70 14.79 14.41  C215 1.427, C217 1.417, C218 1.425
217 C -19.17 14.18 15.57  N213 1.387, N216 1.417, H226 1.080
218 C -20.37 16.05 14.35  N216 1.425, H227 1.090, H228 1.090, H229 1.090
219 H -19.06 10.30 15.39  C211 1.090
220 H -19.80 11.22 16.69  C211 1.090
221 H -18.30 10.25 16.97  C211 1.090
222 H -16.89 11.71 15.62  C212 1.090
223 H -17.61 12.67 16.93  C212 1.090
224 H -18.20 11.97 13.39  C214 1.080
225 H -19.41 14.31 12.36  C215 1.080
226 H -19.28 14.62 16.55  C217 1.080
227 H -21.41 15.74 14.24  C218 1.090
228 H -20.00 16.64 13.52  C218 1.090
229 H -20.29 16.68 15.24  C218 1.090
230 C -12.82 7.27 14.40  C231 1.566, H238 1.090, H239 1.090, H240 1.090
231 C -12.86 8.27 13.21  C230 1.566, N232 1.477, H241 1.090, H242 1.090
232 N -11.99 8.13 12.02  C231 1.477, C233 1.362, C236 1.397
233 C -12.30 8.56 10.77  N232 1.362, C234 1.342, H243 1.080
234 C -11.41 8.14 9.85  C233 1.342, N235 1.346, H244 1.080
235 N -10.50 7.40 10.51  C234 1.346, C236 1.394, C237 1.474
236 C -10.89 7.29 11.84  N232 1.397, N235 1.394, H245 1.080
237 C -9.40 6.65 9.89  N235 1.474, H246 1.090, H247 1.090, H248 1.090
238 H -11.82 7.25 14.86  C230 1.090
239 H -12.83 6.23 14.05  C230 1.090
240 H -13.59 7.45 15.15  C230 1.090
241 H -12.65 9.29 13.53  C231 1.090
242 H -13.92 8.41 13.00  C231 1.090
243 H -13.29 8.96 10.59  C233 1.080
244 H -11.40 8.18 8.77  C234 1.080
245 H -10.49 6.53 12.51  C236 1.080
246 H -9.14 7.11 8.93  C237 1.090
247 H -9.77 5.63 9.74  C237 1.090
248 H -8.55 6.58 10.57  C237 1.090
249 C -19.60 5.86 21.50  C250 1.507, H257 1.090, H258 1.090, H259 1.090
250 C -18.75 6.82 22.29  C249 1.507, N251 1.466, H260 1.090, H261 1.090
251 N -17.32 6.69 22.00  C250 1.466, C252 1.388, C255 1.342
252 C -16.69 6.42 20.80  N251 1.388, C253 1.422, H262 1.080
253 C -15.30 6.73 20.76  C252 1.422, N254 1.387, H263 1.080
254 N -15.14 7.18 22.07  C253 1.387, C255 1.333, C256 1.363
255 C -16.33 7.33 22.65  N251 1.342, N254 1.333, H264 1.080
256 C -13.91 7.54 22.53  N254 1.363, H265 1.090, H266 1.090, H267 1.090
257 H -19.35 5.86 20.44  C249 1.090
258 H -20.64 6.17 21.67  C249 1.090
259 H -19.42 4.84 21.81  C249 1.090
260 H -19.02 6.70 23.34  C250 1.090
261 H -19.04 7.82 21.95  C250 1.090
262 H -17.37 6.04 20.05  C252 1.080
263 H -14.55 6.47 20.04  C253 1.080
264 H -16.41 7.71 23.66  C255 1.080
265 H -13.42 6.64 22.90  C256 1.090
266 H -14.05 8.17 23.40  C256 1.090
267 H -13.27 8.01 21.79  C256 1.090
268 C -10.50 5.09 19.26  C269 1.470, H272 1.090, H273 1.090, H274 1.090
269 C -11.95 5.25 19.10  C268 1.470, O270 1.234, O271 1.268
270 O -12.42 6.28 18.60  C269 1.234
271 O -12.68 4.37 19.65  C269 1.268
272 H -10.04 5.07 18.27  C268 1.090
273 H -10.24 4.10 19.62  C268 1.090
274 H -10.01 5.95 19.73  C268 1.090
275 C -20.46 6.90 16.90  C276 1.537, H279 1.090, H280 1.090, H281 1.090
276 C -19.13 6.56 17.58  C275 1.537, O277 1.256, O278 1.221
277 O -18.38 7.50 17.95  C276 1.256
278 O -18.77 5.39 17.68  C276 1.221
279 H -20.78 6.15 16.18  C275 1.090
280 H -20.58 7.82 16.32  C275 1.090
281 H -21.22 6.92 17.68  C275 1.090
282 C -16.64 16.26 18.20  C283 1.549, H286 1.090, H287 1.090, H288 1.090
283 C -16.97 14.81 18.65  C282 1.549, O284 1.285, O285 1.250
284 O -15.92 14.14 18.96  C283 1.285
285 O -18.14 14.39 18.68  C283 1.250
286 H -17.50 16.93 18.27  C282 1.090
287 H -15.99 16.43 17.34  C282 1.090
288 H -15.95 16.58 18.98  C282 1.090
289 C -17.60 9.93 24.63  C290 1.608, H293 1.090, H294 1.090, H295 1.090
290 C -18.58 10.71 23.61  C289 1.608, O291 1.213, O292 1.232
291 O -19.38 10.03 23.00  C290 1.213
292 O -18.53 11.94 23.54  C290 1.232
293 H -17.96 9.14 25.29  C289 1.090
294 H -17.21 10.74 25.25  C289 1.090
295 H -16.79 9.66 23.97  C289 1.090
296 B -16.24 10.16 12.63  F297 1.384, F298 1.417, F299 1.395, F300 1.364
297 F -17.62 10.06 12.69  B296 1.384
298 F -15.77 11.34 12.01  B296 1.417
299 F -15.71 10.03 13.92  B296 1.395
300 F -15.78 9.18 11.80  B296 1.364
301 B -9.83 15.84 15.09  F302 1.376, F303 1.367, F304 1.328, F305 1.350
302 F -9.85 14.85 16.04  B301 1.376
303 F -9.56 16.97 15.81  B301 1.367
304 F -8.85 15.74 14.20  B301 1.328
305 F -11.06 15.97 14.55  B301 1.350
306 B -11.20 12.16 21.42  F307 1.397, F308 1.389, F309 1.347, F310 1.353
307 F -10.97 11.43 22.59  B306 1.397
308 F -10.12 12.85 20.89  B306 1.389
309 F -11.74 11.47 20.39  B306 1.347
310 F -12.10 13.08 21.83  B306 1.353
311 B -8.30 7.72 13.76  F312 1.356, F313 1.358, F314 1.403, F315 1.357
312 F -7.36 8.07 14.68  B311 1.356
313 F -7.71 8.05 12.58  B311 1.358
314 F -8.44 6.33 13.83  B311 1.403
315 F -9.48 8.31 14.07  B311 1.357

Output
Net charge ... +5
HOMO energy ... -13.963 eV
Maximum force ... 0.1891 Eh/bohr
Gap between HOMO and LUMO ... 1.95 eV
Energy above the lowest of the compared OMol25 structures with the same formula, charge and spin ... 0.00 kJ/mol
E_LUMO ... -12.0 eV